{
  "formula": "C35H31BI2N3O9PS",
  "method": "ωB97M-V/def2-TZVPD",
  "symbols": ["C", "C", "I", "C", "I", "C", "O", "S", "O", "O", "C", "N", "C", "B", "O", "O", "C", "N", "P", "N", "H", "H", "H", "H", "H", "H", "H", "H", "H", "H", "H", "H", "H", "H", "H", "C", "C", "C", "C", "C", "C", "C", "O", "C", "C", "C", "C", "C", "C", "C", "O", "H", "H", "H", "H", "H", "H", "H", "H", "C", "C", "C", "C", "C", "C", "C", "O", "C", "C", "C", "C", "C", "C", "C", "O", "H", "H", "H", "H", "H", "H", "H", "H"],
  "coordinates": [[3.74505, -0.51988, 0.14441], [2.48964, -0.43913, -0.70069], [1.38616, -2.20347, -0.66002], [2.09735, 0.65574, -1.36478], [0.31674, 0.76283, -2.41908], [2.94402, 1.89796, -1.28160], [2.46920, 2.68044, -0.16147], [3.38738, 3.81339, 0.42456], [2.50984, 4.84950, 0.86252], [4.31895, 3.21069, 1.32954], [4.38988, 4.44516, -0.96936], [3.96442, 5.82018, -1.24840], [4.40258, 3.61807, -2.27895], [4.89874, 4.57227, -3.45769], [4.26995, 4.59877, -4.68718], [5.98414, 5.40150, -3.21294], [3.13195, 2.76579, -2.54548], [3.34617, 1.83351, -3.64286], [1.68280, 3.92537, -2.94246], [0.48074, 4.03367, -1.96408], [3.89881, -1.52598, 0.52048], [3.67437, 0.15853, 0.99765], [4.63009, -0.23658, -0.42825], [3.94975, 1.55664, -1.01824], [5.38816, 4.38552, -0.53076], [4.78306, 6.37384, -1.47516], [3.52546, 6.23225, -0.43251], [5.21261, 2.87565, -2.16791], [4.71049, 4.13767, -5.40478], [6.86288, 5.03676, -3.34118], [2.90786, 2.11644, -4.50822], [4.32582, 1.63945, -3.80662], [1.38926, 3.41903, -4.22635], [2.36370, 5.11650, -3.20503], [0.38230, 4.95119, -1.54663], [-8.13976, -1.75128, -0.60198], [-8.61223, -0.44839, -0.48573], [-7.94667, 0.59118, -1.11217], [-6.80036, 0.33340, -1.85458], [-6.32109, -0.97258, -1.96365], [-6.99752, -2.01352, -1.33861], [-5.08119, -1.27973, -2.73485], [-4.67345, -2.41602, -2.84204], [-4.36133, -0.13561, -3.36543], [-3.17981, -0.38445, -4.05330], [-2.49744, 0.66115, -4.65204], [-2.98846, 1.95964, -4.56582], [-4.16501, 2.21241, -3.88177], [-4.85374, 1.16760, -3.27742], [-6.10906, 1.47044, -2.53008], [-6.55105, 2.59726, -2.47215], [-8.66463, -2.56253, -0.11466], [-9.50244, -0.24563, 0.09525], [-8.30052, 1.61031, -1.03766], [-6.61266, -3.01912, -1.43902], [-2.80800, -1.39883, -4.10345], [-1.57103, 0.46607, -5.17781], [-2.44666, 2.77566, -5.02574], [-4.56104, 3.21507, -3.79860], [3.02784, -7.15919, 5.36107], [2.41803, -7.25755, 6.60720], [1.39811, -6.38779, 6.95257], [0.98640, -5.41025, 6.05447], [1.60458, -5.30515, 4.80826], [2.62292, -6.18614, 4.46374], [1.20059, -4.25315, 3.82929], [1.72992, -4.17645, 2.74130], [0.12744, -3.30319, 4.24047], [-0.24242, -2.28395, 3.37061], [-1.24319, -1.39725, 3.73109], [-1.88309, -1.52541, 4.95870], [-1.51749, -2.53688, 5.83028], [-0.50942, -3.42609, 5.47743], [-0.12444, -4.49368, 6.44503], [-0.68973, -4.61294, 7.51067], [3.82142, -7.84389, 5.09173], [2.74003, -8.01601, 7.30873], [0.90752, -6.45124, 7.91418], [3.08532, -6.09224, 3.49071], [0.25694, -2.18675, 2.41621], [-1.52535, -0.60241, 3.05295], [-2.66661, -0.83213, 5.23525], [-2.00046, -2.65203, 6.79090]],
  "forces_ev_per_a": [[-0.050, 0.144, -0.027], [0.056, 0.261, -0.037], [-0.113, -0.072, -0.040], [0.072, -0.233, 0.198], [-0.144, -0.129, -0.099], [0.183, -0.216, 0.177], [-0.302, 0.225, -0.226], [0.300, -0.167, -0.133], [0.019, -0.014, 0.190], [0.004, -0.044, 0.023], [0.006, 0.302, -0.156], [0.096, -0.068, 0.086], [-0.250, -0.091, 0.259], [-0.042, 0.122, -0.076], [-0.040, -0.439, 0.297], [0.086, -0.273, -0.134], [0.053, 0.095, 0.000], [0.068, 0.028, -0.021], [-0.123, -0.050, 0.196], [-0.020, 0.173, -0.175], [0.003, 0.002, 0.005], [-0.003, 0.000, -0.001], [0.011, -0.042, -0.026], [0.023, -0.023, -0.035], [-0.006, 0.111, 0.042], [-0.043, -0.022, -0.032], [-0.104, -0.024, -0.031], [0.002, 0.004, -0.002], [0.090, 0.328, -0.194], [0.049, 0.113, 0.059], [0.034, 0.011, 0.003], [-0.021, 0.029, -0.025], [-0.029, -0.002, -0.014], [0.020, 0.010, -0.175], [0.039, -0.057, 0.123], [0.011, -0.006, -0.009], [0.006, 0.014, -0.005], [-0.045, -0.023, 0.024], [0.015, 0.013, -0.019], [0.029, 0.003, 0.000], [-0.040, -0.012, 0.032], [-0.007, 0.026, -0.004], [0.001, -0.002, 0.001], [-0.017, -0.016, 0.010], [0.041, 0.016, -0.020], [0.045, -0.008, 0.021], [-0.003, 0.006, 0.017], [0.048, 0.016, -0.015], [-0.018, 0.002, 0.023], [0.010, -0.030, -0.003], [-0.001, 0.006, 0.002], [0.000, 0.002, 0.004], [-0.003, -0.004, -0.004], [0.016, 0.007, -0.017], [0.021, 0.009, -0.009], [-0.021, -0.009, 0.006], [-0.017, -0.001, -0.030], [0.005, 0.000, 0.004], [-0.014, -0.007, 0.017], [-0.004, 0.009, -0.011], [-0.011, 0.009, 0.006], [0.028, -0.045, 0.006], [-0.023, 0.014, -0.003], [-0.003, 0.026, -0.005], [0.031, -0.040, 0.016], [-0.015, -0.010, 0.014], [0.003, 0.022, -0.013], [0.018, -0.021, 0.001], [-0.060, 0.091, -0.013], [0.005, -0.002, -0.005], [0.001, -0.011, 0.011], [-0.023, 0.041, -0.016], [0.014, -0.017, 0.018], [0.011, 0.001, -0.029], [0.002, 0.006, 0.008], [0.002, 0.000, 0.004], [-0.001, -0.004, -0.004], [-0.017, 0.016, -0.007], [-0.011, 0.022, -0.004], [0.051, -0.082, 0.000], [-0.002, -0.002, -0.002], [0.002, 0.003, -0.001], [0.016, -0.016, 0.007]],
  "energy_ha": -3553.599526,
  "multiplicity": 1
}


{
  "formula": "C35H31ClN5O7Tl",
  "method": "ωB97M-V/def2-TZVPD",
  "symbols": ["Tl", "C", "C", "C", "C", "C", "C", "N", "C", "C", "C", "C", "C", "C", "N", "N", "C", "C", "C", "C", "C", "N", "H", "H", "H", "H", "H", "H", "H", "H", "H", "H", "H", "H", "H", "Cl", "C", "C", "C", "C", "O", "C", "C", "O", "C", "H", "H", "H", "H", "O", "C", "O", "C", "C", "C", "C", "C", "C", "N", "O", "O", "H", "H", "H", "H", "C", "C", "O", "C", "C", "H", "H", "H", "H", "H", "H", "H", "H", "H", "H"],
  "coordinates": [[-0.81304, -0.35777, 1.67692], [-2.18723, -1.69593, -3.74127], [-2.66109, -0.68227, -2.75892], [-2.20982, -0.94659, -1.32091], [-1.83234, -2.35722, -0.92386], [-1.54212, -3.22633, -1.92312], [-1.67835, -2.85561, -3.32067], [-1.66836, -2.49227, 0.42604], [-1.62781, -3.71584, 1.01273], [-2.29585, -4.86195, 0.49273], [-2.26155, -6.07343, 1.12758], [-1.55197, -6.25718, 2.32725], [-0.91617, -5.17871, 2.87569], [-0.94857, -3.91869, 2.24832], [-0.34980, -2.80729, 2.83463], [0.38315, -3.01333, 3.82167], [0.85224, -1.83980, 4.46256], [2.06113, -1.94040, 5.14705], [2.52854, -0.82704, 5.81795], [1.76680, 0.33491, 5.80511], [0.57128, 0.32646, 5.10747], [0.11470, -0.73548, 4.44490], [-2.29861, -1.46423, -4.79294], [-3.74312, -0.53835, -2.81152], [-2.93198, -0.54187, -0.60679], [-1.16256, -4.21232, -1.69526], [-1.35750, -3.58433, -4.05695], [-2.87381, -4.75278, -0.41289], [-2.80826, -6.90561, 0.69925], [-1.53331, -7.22259, 2.81401], [-0.38476, -5.26001, 3.81338], [2.59832, -2.87837, 5.13491], [3.46891, -0.86450, 6.35262], [2.08650, 1.22577, 6.32757], [-0.05506, 1.21209, 5.07388], [-2.93891, 7.46448, -2.67301], [-2.62104, 5.81859, -2.22549], [-3.02318, 4.78614, -3.05713], [-2.78326, 3.47198, -2.69474], [-2.12500, 3.17585, -1.50571], [-1.91396, 1.88648, -1.10210], [-1.71968, 4.22263, -0.66382], [-1.00980, 4.05513, 0.62676], [-0.70179, 3.02454, 1.16830], [-1.97808, 5.54051, -1.03892], [-3.53069, 5.01133, -3.98538], [-3.09957, 2.66268, -3.33460], [-0.74167, 5.02628, 1.09020], [-1.66313, 6.35032, -0.39204], [-2.05844, 0.61094, -3.05175], [-1.23686, 0.97452, -1.99983], [-1.00139, -0.15478, -1.24790], [0.07463, 1.57077, -2.45965], [1.04842, 1.80613, -1.49472], [2.26326, 2.35615, -1.85892], [2.47009, 2.66564, -3.19307], [1.52013, 2.43598, -4.16851], [0.30947, 1.87216, -3.79147], [3.76348, 3.26079, -3.58844], [4.59325, 3.43123, -2.71747], [3.89791, 3.60062, -4.74637], [0.84904, 1.55754, -0.46105], [3.04092, 2.55083, -1.13510], [1.73249, 2.69241, -5.19538], [-0.45258, 1.66623, -4.52926], [2.32356, 1.77758, 2.19149], [3.02371, 0.58187, 1.59198], [2.06769, -0.26415, 0.97385], [2.69157, -1.34391, 0.28687], [1.63750, -2.21820, -0.34329], [3.05106, 2.43483, 2.67053], [1.60078, 1.46507, 2.94447], [1.78916, 2.34872, 1.43232], [3.56585, 0.01656, 2.36147], [3.75979, 0.89982, 0.84195], [3.30507, -1.91282, 0.99756], [3.36445, -0.93309, -0.47664], [1.00262, -2.68266, 0.41294], [2.11046, -3.01434, -0.92022], [1.00416, -1.64052, -1.01783]],
  "forces_ev_per_a": [[-0.130, 0.036, -0.019], [-0.002, 0.014, -0.065], [0.002, -0.007, 0.018], [-0.010, -0.085, 0.027], [0.099, 0.026, 0.062], [-0.014, -0.031, -0.039], [0.000, -0.020, 0.033], [-0.100, 0.109, -0.076], [0.041, -0.158, 0.043], [-0.008, 0.087, 0.005], [-0.002, -0.053, 0.029], [-0.023, 0.004, -0.040], [0.010, 0.033, 0.005], [-0.039, -0.069, -0.087], [0.037, 0.112, -0.024], [0.014, -0.059, 0.104], [0.082, 0.015, -0.003], [-0.010, 0.013, -0.005], [-0.005, 0.004, 0.002], [0.020, -0.007, 0.004], [-0.025, -0.020, 0.008], [0.040, 0.015, 0.014], [0.009, 0.000, 0.015], [0.005, -0.014, -0.005], [-0.006, 0.007, -0.003], [-0.003, 0.014, -0.014], [-0.005, 0.007, 0.002], [0.003, 0.005, 0.004], [0.002, 0.008, -0.002], [0.001, 0.010, 0.007], [-0.007, -0.006, 0.001], [-0.005, 0.002, 0.001], [-0.004, 0.002, -0.001], [-0.001, -0.004, -0.002], [0.005, -0.011, 0.004], [0.007, 0.013, -0.012], [-0.032, 0.013, -0.026], [0.004, 0.027, -0.020], [0.075, -0.035, -0.019], [-0.013, -0.111, 0.100], [0.099, 0.115, -0.093], [-0.021, -0.044, -0.012], [0.083, 0.012, -0.072], [-0.006, -0.039, 0.006], [0.019, -0.036, 0.014], [-0.004, -0.001, 0.009], [-0.021, -0.010, -0.001], [-0.043, 0.010, 0.030], [-0.009, -0.008, 0.002], [-0.044, 0.061, 0.003], [-0.027, 0.031, -0.024], [0.019, 0.027, 0.016], [-0.060, -0.008, 0.052], [-0.036, 0.074, 0.021], [-0.005, -0.021, -0.023], [0.088, -0.117, -0.029], [-0.005, -0.028, 0.019], [-0.023, 0.043, -0.006], [-0.158, 0.448, 0.085], [0.040, -0.159, -0.040], [0.044, -0.175, -0.004], [0.000, -0.015, -0.009], [0.001, -0.004, 0.001], [0.004, -0.005, 0.001], [0.000, -0.004, -0.001], [0.007, 0.012, 0.014], [-0.005, 0.008, 0.011], [-0.013, -0.065, 0.019], [0.026, 0.002, 0.008], [-0.020, -0.007, -0.033], [0.002, -0.006, -0.003], [-0.005, 0.011, -0.016], [0.012, -0.001, 0.017], [0.000, 0.008, 0.010], [0.014, 0.002, -0.011], [0.002, -0.007, -0.002], [0.005, 0.006, -0.008], [0.001, 0.013, -0.003], [0.009, 0.001, 0.013], [0.014, -0.014, 0.015]],
  "e_above_lowest_kcal_mol": 19.4,
  "multiplicity": 1
}


{
  "formula": "C35H31CuGeI2N3OS",
  "method": "ωB97M-V/def2-TZVPD",
  "symbols": ["Cu", "I", "C", "C", "C", "I", "C", "O", "C", "C", "N", "C", "C", "C", "C", "C", "C", "N", "C", "H", "H", "H", "H", "H", "H", "H", "H", "H", "H", "H", "S", "C", "N", "C", "C", "C", "C", "H", "H", "H", "H", "H", "C", "Ge", "C", "C", "C", "C", "C", "C", "C", "C", "C", "C", "C", "C", "C", "C", "C", "C", "H", "H", "H", "H", "H", "H", "H", "H", "H", "H", "H", "H", "H", "H", "H"],
  "coordinates": [[0.79962, 0.27510, 0.91645], [0.08729, -4.93477, 5.40732], [-0.21048, -3.67042, 3.73991], [-1.41003, -3.00769, 3.56221], [-1.55818, -2.15612, 2.48067], [-3.35260, -1.05523, 2.31252], [-0.54522, -1.96396, 1.53870], [-0.65524, -1.11405, 0.50050], [0.66075, -2.65772, 1.74362], [1.81588, -2.44316, 0.81147], [2.44333, -1.13650, 1.06303], [3.08390, -1.03224, 2.37819], [2.28458, -0.21019, 3.36679], [2.80656, 0.11405, 4.61421], [2.04635, 0.88298, 5.48044], [0.76763, 1.26373, 5.09431], [0.32606, 0.89428, 3.83823], [1.07925, 0.20511, 2.98747], [0.82102, -3.49177, 2.83591], [-2.21865, -3.13793, 4.26599], [1.46745, -2.45762, -0.22528], [2.54011, -3.25933, 0.93837], [3.13195, -0.97221, 0.33523], [4.07043, -0.57019, 2.27357], [3.23622, -2.03206, 2.81003], [3.79845, -0.20882, 4.89472], [2.44540, 1.18532, 6.43706], [0.13742, 1.84313, 5.74871], [-0.66086, 1.15986, 3.48599], [1.75558, -4.01952, 2.96725], [0.41555, 2.45084, 0.37112], [1.95035, 2.56375, -0.31151], [2.07588, 2.84687, -1.64032], [3.26650, 2.97548, -2.26349], [4.42806, 2.83781, -1.56727], [4.35896, 2.58970, -0.17658], [3.14692, 2.44867, 0.43097], [1.21244, 2.97786, -2.15840], [3.23931, 3.20706, -3.31635], [5.37935, 2.94659, -2.05760], [5.26912, 2.51808, 0.39671], [3.04568, 2.27026, 1.48992], [-2.34431, -3.21398, -0.98981], [-1.77555, -1.30265, -1.08637], [-0.37207, -1.05105, -2.49166], [0.91672, -0.59452, -2.24538], [1.85605, -0.55593, -3.26307], [1.51126, -0.95743, -4.54282], [0.21070, -1.35187, -4.81102], [-0.72270, -1.39468, -3.79065], [-3.30789, -0.02898, -1.24566], [-4.56262, -0.55229, -1.05803], [-5.71293, 0.21280, -1.28833], [-5.59907, 1.49328, -1.75076], [-4.33097, 2.06145, -1.98420], [-4.19081, 3.36847, -2.49450], [-2.95556, 3.92012, -2.68135], [-1.80345, 3.18704, -2.36259], [-1.90494, 1.90700, -1.89653], [-3.16143, 1.30210, -1.70409], [-2.85801, -3.46390, -1.91321], [-3.02962, -3.39236, -0.16601], [-1.48898, -3.87784, -0.88651], [1.18059, -0.25577, -1.23828], [2.86681, -0.22704, -3.05853], [2.24958, -0.95241, -5.33117], [-0.07108, -1.63814, -5.81123], [-1.74060, -1.69600, -3.99757], [-4.68017, -1.57329, -0.72243], [-6.68365, -0.22598, -1.11116], [-6.47772, 2.08864, -1.94879], [-5.08480, 3.92140, -2.73988], [-2.85740, 4.92167, -3.06865], [-0.83688, 3.65786, -2.48330], [-1.02061, 1.33926, -1.63726]],
  "forces_ev_per_a": [[0.194, 0.629, 0.126], [-0.127, 0.301, -0.394], [0.075, -0.333, 0.458], [0.072, -0.070, 0.184], [-0.427, 0.450, -0.328], [0.443, -0.238, 0.097], [-0.231, -0.842, 0.558], [-0.798, 0.120, -1.089], [-0.061, -0.014, -0.205], [-0.098, -0.311, -0.150], [0.218, 0.262, -0.400], [0.081, -0.018, 0.079], [-0.070, 0.152, 0.186], [-0.070, 0.060, -0.023], [-0.070, -0.072, -0.200], [0.106, -0.073, -0.005], [-0.066, 0.166, 0.317], [0.162, -0.248, 0.100], [-0.118, -0.037, -0.018], [-0.028, 0.027, 0.016], [0.094, 0.046, 0.058], [-0.070, 0.084, -0.013], [-0.025, -0.019, 0.133], [-0.071, -0.097, -0.050], [0.079, 0.165, -0.070], [0.083, -0.066, -0.007], [0.008, -0.034, 0.088], [-0.091, 0.050, 0.043], [-0.069, 0.109, -0.028], [0.047, -0.019, 0.011], [-0.346, -0.037, 0.164], [-0.017, 0.204, -0.148], [-0.021, -0.053, 0.428], [0.540, 0.062, -0.133], [-0.122, 0.036, 0.075], [-0.163, -0.043, -0.274], [0.250, 0.013, -0.118], [0.118, -0.120, 0.089], [-0.056, -0.028, -0.074], [0.053, 0.031, -0.141], [0.124, -0.004, 0.091], [0.021, -0.015, 0.075], [0.146, 0.821, -0.012], [0.328, -0.312, 0.245], [-0.667, -0.019, 0.684], [0.011, 0.024, 0.400], [0.122, 0.048, 0.059], [-0.030, 0.041, -0.083], [0.059, -0.023, -0.093], [-0.153, -0.063, 0.134], [0.703, -0.920, 0.158], [0.345, -0.202, 0.015], [-0.252, 0.228, -0.099], [-0.084, -0.219, 0.065], [0.310, -0.105, 0.018], [0.079, 0.138, -0.033], [-0.228, 0.069, -0.056], [0.066, -0.266, 0.053], [0.174, 0.032, -0.091], [-0.213, 0.205, -0.120], [-0.064, 0.002, -0.172], [-0.038, 0.077, 0.125], [0.138, 0.111, 0.021], [0.046, -0.137, -0.294], [0.059, 0.045, 0.034], [0.040, 0.018, -0.061], [-0.044, -0.036, -0.142], [-0.077, -0.114, -0.163], [-0.013, -0.086, 0.040], [-0.083, 0.001, -0.007], [-0.116, 0.052, -0.021], [-0.091, 0.120, 0.008], [-0.032, 0.127, -0.046], [0.043, 0.017, 0.014], [-0.039, 0.149, -0.088]],
  "energy_ha": -6302.694560,
  "charge": 1,
  "multiplicity": 1
}


Question: Which formula does entry 1 have?
Answer: C35H31BI2N3O9PS